{"formula": "C37H86GaN4O3", "method": "the ωB97M-V functional and the def2-TZVPD basis", "symbols": ["C", "C", "C", "O", "O", "C", "C", "C", "C", "C", "C", "Ga", "C", "C", "C", "O", "C", "H", "H", "H", "H", "H", "H", "H", "H", "H", "H", "H", "H", "H", "H", "H", "H", "H", "H", "H", "H", "H", "H", "H", "H", "H", "H", "C", "C", "N", "C", "C", "C", "C", "H", "H", "H", "H", "H", "H", "H", "H", "H", "H", "H", "H", "H", "H", "H", "C", "C", "N", "C", "C", "C", "C", "H", "H", "H", "H", "H", "H", "H", "H", "H", "H", "H", "H", "H", "H", "H", "C", "C", "N", "C", "C", "C", "C", "H", "H", "H", "H", "H", "H", "H", "H", "H", "H", "H", "H", "H", "H", "H", "C", "C", "N", "C", "C", "C", "C", "H", "H", "H", "H", "H", "H", "H", "H", "H", "H", "H", "H", "H", "H", "H"], "coordinates": [[-4.9757, -5.6785, 3.6637], [-5.6864, -4.9799, 2.6334], [-5.0653, -4.3011, 1.3490], [-5.7031, -4.4321, 0.2735], [-3.8861, -3.5196, 1.3001], [-2.7060, -4.2643, 1.7078], [-2.5434, -5.6942, 1.0210], [-1.1649, -6.4499, 1.4008], [0.1438, -5.5318, 1.2646], [0.7219, -4.9943, 2.6667], [0.4292, -3.4418, 2.9646], [0.9872, -2.1580, 1.4314], [0.4165, -0.1978, 1.9313], [-0.3951, 0.5467, 0.7621], [0.3682, 0.6390, -0.6440], [0.2204, -0.5277, -1.4896], [-1.1345, -0.6344, -1.9990], [-5.1013, -6.8235, 3.6892], [-4.3523, -5.1900, 4.4906], [-6.8305, -4.9506, 2.7292], [-2.5913, -4.3882, 2.8387], [-1.7999, -3.6326, 1.3757], [-3.3808, -6.4413, 1.2986], [-2.5786, -5.6246, -0.1277], [-1.1809, -6.9314, 2.4362], [-1.0595, -7.3128, 0.6429], [-0.0774, -4.7146, 0.5037], [0.9723, -6.1857, 0.8007], [1.8381, -5.2303, 2.8097], [0.1821, -5.6009, 3.4937], [-0.6656, -3.2072, 3.1946], [1.0353, -3.1485, 3.8971], [0.0447, -2.5467, 0.1618], [2.5501, -2.1847, 1.0866], [1.2869, 0.4323, 2.3112], [-0.3305, -0.3375, 2.8045], [-0.5756, 1.6381, 1.0973], [-1.4436, 0.0756, 0.6778], [1.4858, 0.8743, -0.5565], [-0.1025, 1.5293, -1.2164], [-1.5553, 0.3852, -2.3272], [-1.1705, -1.3684, -2.8719], [-1.7607, -1.0761, -1.1385], [2.9633, -2.1395, -1.9952], [4.0094, -1.0531, -1.7872], [5.2629, -1.2932, -2.4976], [6.3446, -0.4098, -2.0747], [6.1831, 1.0853, -2.3436], [5.1578, -1.5029, -3.9368], [4.5103, -0.3981, -4.7719], [3.3583, -3.1240, -1.7299], [2.0968, -1.9438, -1.3589], [2.6069, -2.1723, -3.0285], [4.2167, -1.0137, -0.7128], [3.5687, -0.0838, -2.0562], [7.2860, -0.7493, -2.5236], [6.4866, -0.5456, -0.9960], [6.3331, 1.3263, -3.3967], [6.9402, 1.6426, -1.7812], [5.2070, 1.4633, -2.0322], [4.5945, -2.4274, -4.1062], [6.1512, -1.7185, -4.3465], [3.5999, -0.0053, -4.3155], [4.2344, -0.7946, -5.7546], [5.1981, 0.4304, -4.9482], [6.5129, 4.8127, -3.1607], [7.1884, 6.0969, -2.6947], [7.6301, 6.0582, -1.3061], [8.0136, 7.3672, -0.7851], [9.2233, 8.0541, -1.4160], [8.5180, 4.9582, -0.9425], [9.8317, 4.8195, -1.7114], [5.6760, 4.5483, -2.5093], [6.1201, 4.9471, -4.1724], [7.2099, 3.9722, -3.1922], [6.4552, 6.9022, -2.8075], [8.0148, 6.3293, -3.3793], [8.1748, 7.2927, 0.2965], [7.1515, 8.0366, -0.8917], [10.1607, 7.5987, -1.0958], [9.2565, 9.1012, -1.0984], [9.1854, 8.0491, -2.5074], [7.9618, 4.0205, -1.0532], [8.7400, 5.0097, 0.1287], [9.7042, 4.9455, -2.7882], [10.2473, 3.8198, -1.5500], [10.5805, 5.5320, -1.3630], [-8.6799, -2.6980, 4.1504], [-9.6676, -2.9592, 5.2810], [-10.0556, -4.3585, 5.4110], [-11.2001, -4.5611, 6.2950], [-11.0262, -4.2089, 7.7710], [-8.9664, -5.3173, 5.5719], [-8.0179, -5.1259, 6.7548], [-9.0642, -3.0697, 3.1969], [-8.5113, -1.6228, 4.0467], [-7.7091, -3.1619, 4.3408], [-10.5622, -2.3652, 5.0668], [-9.2473, -2.5641, 6.2150], [-11.5366, -5.6015, 6.2180], [-12.0359, -3.9694, 5.9028], [-10.4271, -4.9523, 8.2972], [-12.0052, -4.1887, 8.2603], [-10.5727, -3.2260, 7.9161], [-8.3668, -5.3093, 4.6545], [-9.3782, -6.3315, 5.6105], [-7.7123, -4.0861, 6.8850], [-7.1078, -5.7124, 6.5936], [-8.4594, -5.4792, 7.6874], [0.7961, 3.2739, -3.5808], [0.1597, 4.4180, -4.3607], [-1.2909, 4.4820, -4.2305], [-1.9176, 5.3875, -5.1889], [-1.5880, 6.8751, -5.0779], [-1.8133, 4.5560, -2.8692], [-1.3507, 5.7184, -1.9912], [0.3529, 2.3135, -3.8566], [1.8660, 3.2246, -3.8024], [0.6941, 3.4083, -2.5018], [0.4111, 4.2643, -5.4154], [0.6383, 5.3594, -4.0599], [-3.0058, 5.2634, -5.1453], [-1.6403, 5.0545, -6.1962], [-2.0957, 7.3407, -4.2330], [-1.9322, 7.3944, -5.9782], [-0.5155, 7.0605, -4.9887], [-1.5578, 3.6226, -2.3548], [-2.9081, 4.5508, -2.8995], [-0.2760, 5.8966, -2.0612], [-1.5740, 5.4974, -0.9428], [-1.8746, 6.6432, -2.2368]], "forces_ev_per_a": [[-0.75, 0.39, -0.80], [0.84, -0.06, 1.02], [-1.57, 1.63, -2.19], [1.86, 0.14, 4.04], [-1.29, -2.45, 0.88], [2.32, -0.73, -0.01], [0.04, -0.88, -0.19], [0.22, 0.13, -0.58], [0.55, -0.85, -0.09], [-1.15, 0.23, 0.77], [0.69, -0.21, 0.61], [-0.57, 0.41, 0.26], [-0.98, 0.11, 0.16], [0.56, 0.51, 0.82], [-0.97, 0.68, -0.08], [-0.85, 1.26, -0.50], [-0.21, -0.54, 0.86], [-1.05, 1.95, 1.15], [0.51, -0.86, -2.34], [1.63, -1.40, -1.59], [-0.55, 0.29, -1.39], [-1.59, -0.80, 0.45], [1.00, 1.36, -0.30], [0.04, 0.26, 1.72], [-0.20, 0.74, -1.25], [-0.30, 1.21, 1.16], [0.49, -0.82, 1.17], [-1.26, 0.92, 0.57], [-1.60, 0.51, -0.53], [0.88, 0.59, -1.16], [1.36, -0.61, -0.15], [-0.92, -0.43, -1.10], [0.06, -0.12, 0.10], [0.13, -0.14, 0.01], [-1.10, -0.60, -0.52], [1.14, 0.41, -1.10], [0.15, -1.37, -0.64], [1.69, 0.63, -0.19], [-1.51, -0.64, 0.16], [0.68, -1.10, 0.73], [0.62, -1.34, 0.45], [0.32, 1.02, 1.18], [0.54, 0.71, -1.47], [-0.05, 0.00, -0.06], [-0.21, -0.23, -0.02], [0.52, 0.05, -0.04], [-0.07, -0.22, 0.16], [0.18, 0.28, -0.02], [-0.21, -0.30, 0.10], [0.01, 0.12, -0.31], [0.06, 0.09, -0.02], [0.16, -0.04, -0.13], [0.00, 0.01, 0.00], [0.17, 0.05, -0.09], [-0.10, 0.09, 0.01], [-0.14, -0.06, -0.12], [-0.19, -0.05, -0.04], [-0.09, 0.02, 0.01], [-0.03, -0.02, 0.00], [0.03, -0.07, -0.03], [-0.05, 0.10, 0.16], [0.06, 0.12, 0.22], [0.04, -0.05, 0.05], [0.01, 0.01, 0.06], [-0.10, 0.05, 0.06], [0.06, -0.06, 0.02], [-0.04, -0.19, 0.01], [0.01, 0.22, 0.32], [-0.25, 0.02, -0.01], [0.21, 0.23, 0.06], [-0.24, -0.32, -0.11], [0.29, -0.10, 0.07], [0.12, 0.00, 0.01], [0.06, 0.02, 0.07], [-0.08, 0.01, 0.02], [0.16, 0.10, 0.21], [0.03, 0.03, -0.14], [0.01, -0.19, -0.10], [-0.03, -0.14, -0.11], [-0.02, -0.01, -0.10], [-0.02, -0.06, -0.02], [-0.01, -0.05, 0.06], [-0.05, 0.14, -0.08], [-0.11, 0.24, -0.08], [-0.04, 0.02, 0.03], [-0.05, 0.06, -0.01], [-0.02, 0.01, -0.14], [0.07, -0.07, 0.00], [0.14, -0.05, -0.12], [-0.33, -0.24, 0.03], [-0.11, 0.10, -0.19], [-0.13, -0.06, 0.28], [0.21, 0.09, -0.31], [0.17, -0.19, 0.18], [0.02, -0.04, 0.09], [-0.01, -0.09, 0.04], [-0.03, 0.03, -0.04], [-0.11, -0.21, 0.15], [0.05, 0.12, 0.06], [0.20, 0.02, -0.07], [0.15, 0.07, -0.07], [0.05, 0.09, -0.01], [0.05, 0.01, -0.04], [0.01, -0.06, -0.04], [-0.08, 0.12, 0.04], [-0.21, 0.17, 0.03], [-0.04, -0.01, -0.03], [-0.07, 0.05, -0.02], [0.03, 0.13, 0.01], [-0.04, 0.02, 0.07], [0.02, -0.15, 0.14], [-0.34, 0.07, -0.24], [0.07, -0.21, -0.13], [-0.12, 0.29, -0.10], [0.17, -0.36, 0.17], [-0.13, 0.17, 0.23], [-0.02, 0.08, 0.07], [-0.08, 0.03, 0.01], [0.01, -0.07, -0.06], [-0.24, 0.14, -0.03], [0.13, 0.08, 0.00], [0.10, -0.07, 0.18], [0.12, -0.07, 0.11], [0.10, 0.00, 0.02], [0.02, -0.04, 0.04], [-0.05, -0.05, 0.03], [0.09, 0.05, -0.13], [0.09, 0.05, -0.25], [-0.02, -0.03, -0.04], [0.03, -0.01, -0.08], [0.13, 0.02, -0.01]], "lowdin_charge": [-0.0013, -0.0586, -0.4013, 0.0612, -0.0455, -0.1844, -0.1738, -0.2106, -0.2353, -0.2890, -0.3426, 0.3557, -0.3293, -0.2785, -0.2373, -0.3061, -0.1218, 0.0801, 0.0831, 0.1001, 0.1188, 0.0983, 0.1034, 0.1285, 0.0957, 0.1024, 0.0559, 0.1027, 0.0974, 0.0832, 0.0197, 0.0374, -0.0367, -0.0820, 0.0307, 0.0377, 0.0927, 0.0993, 0.1304, 0.0865, 0.0885, 0.0934, 0.0830, -0.1016, -0.2645, -0.1907, -0.2541, -0.0986, -0.2542, -0.0912, 0.0806, 0.0093, 0.0659, 0.1081, 0.0929, 0.1071, 0.1096, 0.0503, 0.0575, 0.0703, 0.0999, 0.1087, 0.0663, 0.0680, 0.0485, -0.0912, -0.2736, -0.1921, -0.2537, -0.0950, -0.2438, -0.0877, 0.0826, 0.0742, 0.0555, 0.1166, 0.0960, 0.1112, 0.1081, 0.0528, 0.0689, 0.0656, 0.0932, 0.1154, 0.0670, 0.0725, 0.0517, -0.0888, -0.2725, -0.1932, -0.2548, -0.0941, -0.2437, -0.0841, 0.0826, 0.0762, 0.0543, 0.1163, 0.0976, 0.1104, 0.1074, 0.0533, 0.0690, 0.0666, 0.0867, 0.1151, 0.0696, 0.0680, 0.0526, -0.0877, -0.2732, -0.1920, -0.2559, -0.0960, -0.2437, -0.0868, 0.0817, 0.0725, 0.0566, 0.1156, 0.0957, 0.1102, 0.1069, 0.0525, 0.0677, 0.0654, 0.0954, 0.1145, 0.0675, 0.0739, 0.0509], "charge": -1, "molar_mass_da": 704.84, "homo_lumo_gap_ev": 5.59, "homo_ev": -4.6181, "fmax_ev_per_a": 4.5, "lumo_ev": 0.97}